The following is a DFT calculation (ωB97M-V with the def2-TZVPD basis set) of a molecular structure, C36H57BBeN2S3.

Computed properties:
gap between HOMO and LUMO	7.940	eV
energy above the lowest of the compared OMol25 structures with the same formula, charge and spin	14.41	kcal/mol

CARTESIAN COORDINATES (ANGSTROEM)
1 Be 1.033 -0.993 0.846
2 C -0.297 -3.012 -3.214
3 C 0.004 -4.119 -2.220
4 S 0.335 -3.553 -0.518
5 C 2.088 -3.975 -0.354
6 C 3.037 -2.986 -1.012
7 S 2.878 -1.281 -0.380
8 C 2.449 -0.314 -1.862
9 C 1.089 -0.629 -2.485
10 S 1.119 -1.984 -3.713
11 H -1.086 -2.369 -2.833
12 H -0.647 -3.460 -4.147
13 H 0.855 -4.716 -2.547
14 H -0.867 -4.773 -2.145
15 H 2.236 -4.970 -0.774
16 H 2.267 -4.031 0.718
17 H 2.873 -2.938 -2.085
18 H 4.068 -3.291 -0.825
19 H 3.260 -0.411 -2.586
20 H 2.449 0.711 -1.482
21 H 0.726 0.255 -3.004
22 H 0.366 -0.887 -1.714
23 C 0.605 -3.502 4.263
24 C 0.742 -2.079 3.712
25 C 1.678 -1.321 4.643
26 C 1.212 -2.135 2.231
27 H 0.172 -3.500 5.268
28 H 1.592 -3.971 4.327
29 H -0.020 -4.127 3.626
30 H -0.237 -1.591 3.763
31 H 2.702 -1.691 4.532
32 H 1.381 -1.459 5.687
33 H 1.671 -0.263 4.434
34 H 0.643 -2.993 1.827
35 H 2.251 -2.506 2.264
36 C 3.649 1.341 2.238
37 C 2.720 2.554 2.356
38 C 1.480 2.307 3.222
39 C 2.484 3.098 0.964
40 C 3.497 3.954 0.526
41 C 3.460 4.576 -0.702
42 C 2.375 4.346 -1.525
43 C 1.355 3.485 -1.146
44 C 0.206 3.301 -2.124
45 C 0.702 2.944 -3.531
46 C -0.665 4.559 -2.195
47 C 1.405 2.829 0.106
48 N 0.266 2.008 0.434
49 B -0.017 0.562 0.363
50 N -1.480 0.557 0.279
51 C -1.971 1.854 0.439
52 C -0.944 2.705 0.535
53 C -2.364 -0.455 -0.203
54 C -2.773 -1.520 0.614
55 C -3.616 -2.487 0.076
56 C -4.077 -2.395 -1.228
57 C -3.712 -1.311 -2.006
58 C -2.851 -0.333 -1.515
59 C -2.527 0.875 -2.386
60 C -3.738 1.815 -2.441
61 C -2.095 0.532 -3.812
62 C -2.394 -1.552 2.078
63 C -2.506 -2.937 2.707
64 C -3.269 -0.559 2.856
65 H 4.156 1.136 3.179
66 H 4.411 1.523 1.478
67 H 3.085 0.452 1.955
68 H 3.295 3.334 2.863
69 H 0.757 3.114 3.101
70 H 1.771 2.277 4.274
71 H 0.987 1.367 2.974
72 H 4.328 4.149 1.195
73 H 4.254 5.245 -1.009
74 H 2.322 4.846 -2.484
75 H -0.422 2.486 -1.764
76 H 1.175 3.802 -4.012
77 H -0.132 2.632 -4.164
78 H 1.437 2.141 -3.506
79 H -0.094 5.401 -2.594
80 H -1.034 4.840 -1.208
81 H -1.526 4.390 -2.845
82 H -3.027 2.062 0.498
83 H -0.970 3.773 0.682
84 H -3.936 -3.319 0.689
85 H -4.738 -3.154 -1.628
86 H -4.108 -1.219 -3.010
87 H -1.704 1.411 -1.913
88 H -4.583 1.322 -2.929
89 H -3.495 2.717 -3.008
90 H -4.054 2.114 -1.442
91 H -2.883 0.016 -4.364
92 H -1.204 -0.091 -3.833
93 H -1.867 1.452 -4.356
94 H -1.360 -1.219 2.160
95 H -3.545 -3.271 2.753
96 H -2.134 -2.898 3.730
97 H -1.924 -3.676 2.152
98 H -4.326 -0.808 2.731
99 H -3.110 0.462 2.510
100 H -3.030 -0.602 3.922

Cartesian forces, eV/Å:
0.123 -0.142 0.505
0.206 0.081 -0.078
0.007 0.045 0.160
-0.051 -0.058 -0.207
-0.151 0.145 0.026
0.133 -0.019 0.178
-0.184 0.155 -0.252
-0.163 -0.212 -0.014
0.127 -0.135 -0.088
-0.079 0.006 0.067
-0.133 0.112 -0.033
-0.071 0.022 0.015
-0.025 -0.042 -0.028
0.012 -0.032 -0.066
0.064 -0.010 0.011
0.023 -0.030 -0.039
0.015 -0.025 -0.026
0.000 -0.002 -0.024
0.007 0.044 0.009
0.006 0.006 -0.049
0.008 0.081 0.049
-0.016 0.056 -0.018
-0.082 0.024 0.052
0.049 -0.097 -0.210
0.077 -0.125 -0.108
-0.186 0.079 0.011
0.022 -0.024 -0.001
-0.004 0.006 -0.018
-0.024 -0.028 -0.021
0.020 -0.050 0.039
-0.004 0.028 0.028
0.015 0.021 -0.033
0.112 0.401 -0.087
0.114 0.079 0.044
0.012 0.053 0.005
-0.090 -0.044 0.139
-0.079 -0.159 0.080
0.143 -0.015 -0.102
-0.237 0.042 0.017
0.025 0.073 -0.136
0.004 -0.017 0.050
0.026 0.000 -0.059
-0.037 -0.044 -0.176
0.033 -0.010 -0.073
-0.031 0.064 0.038
-0.022 -0.030 0.074
0.091 0.066 -0.135
0.060 0.136 0.335
0.112 0.072 0.122
0.032 0.046 0.304
-0.032 -0.014 0.094
-0.011 0.034 0.152
-0.043 -0.097 -0.153
0.044 0.086 0.033
-0.012 -0.052 -0.079
0.022 0.054 0.017
0.002 -0.057 -0.026
0.085 0.084 -0.170
-0.087 -0.058 0.017
0.056 0.004 0.046
-0.090 -0.053 0.055
-0.108 0.004 0.031
0.018 0.076 -0.061
0.091 -0.012 -0.036
-0.026 -0.102 0.150
-0.004 -0.057 0.050
-0.025 -0.085 -0.023
-0.032 0.036 -0.010
-0.018 -0.019 0.003
0.002 -0.073 -0.017
-0.038 0.014 -0.038
-0.023 -0.025 0.005
0.001 0.001 0.018
-0.029 -0.013 -0.006
0.289 0.149 -0.070
0.000 -0.005 -0.011
0.079 0.044 0.045
0.042 -0.035 -0.023
0.001 -0.005 -0.015
-0.012 0.023 -0.091
0.010 0.020 -0.015
0.022 -0.021 -0.021
0.038 -0.057 0.004
0.031 0.011 -0.018
-0.002 0.002 0.016
0.026 0.001 -0.017
-0.228 -0.179 -0.080
0.007 0.003 -0.007
-0.023 -0.004 0.000
-0.038 0.012 -0.043
-0.001 -0.005 0.002
0.043 -0.117 -0.030
-0.069 -0.058 0.001
0.033 0.007 -0.039
0.020 -0.012 0.006
0.020 -0.055 0.028
-0.012 -0.027 0.024
0.002 -0.002 0.018
-0.021 0.009 0.016
-0.007 0.027 -0.015

These are the Löwdin partial charges, in e, on atoms 1 to 4:
1. Be 0.179
2. C -0.527
3. C -0.496
4. S 0.903

---

The following is a DFT calculation (ωB97M-V with the def2-TZVPD basis set) of a molecular structure, C36H57BBeN2S3.

Computed properties:
gap between HOMO and LUMO	7.795	eV
energy above the lowest of the compared OMol25 structures with the same formula, charge and spin	10.08	kcal/mol

CARTESIAN COORDINATES (ANGSTROEM)
1 Be 0.375 -1.268 0.180
2 C 1.111 -4.072 3.222
3 C 0.858 -2.663 3.745
4 S 0.630 -1.289 2.575
5 C 2.219 -0.444 2.563
6 C 3.328 -1.097 1.757
7 S 2.742 -1.615 0.115
8 C 3.316 -3.332 0.016
9 C 2.521 -4.394 0.760
10 S 2.765 -4.420 2.563
11 H 0.369 -4.357 2.478
12 H 1.000 -4.756 4.065
13 H 1.647 -2.352 4.430
14 H -0.079 -2.672 4.307
15 H 2.535 -0.264 3.592
16 H 1.972 0.517 2.121
17 H 3.727 -1.975 2.259
18 H 4.132 -0.375 1.610
19 H 4.365 -3.325 0.312
20 H 3.280 -3.552 -1.053
21 H 2.819 -5.375 0.388
22 H 1.464 -4.268 0.567
23 C -2.306 -4.381 -0.746
24 C -1.819 -2.932 -0.711
25 C -1.948 -2.322 -2.096
26 C -0.373 -2.839 -0.198
27 H -3.344 -4.454 -1.081
28 H -2.237 -4.848 0.241
29 H -1.689 -4.965 -1.435
30 H -2.477 -2.381 -0.026
31 H -1.269 -2.823 -2.794
32 H -1.681 -1.270 -2.080
33 H -2.961 -2.424 -2.489
34 H 0.232 -3.415 -0.922
35 H -0.346 -3.449 0.715
36 C -3.414 1.977 1.626
37 C -2.301 0.937 1.775
38 C -2.836 -0.343 2.420
39 C -1.139 1.550 2.538
40 C -1.267 1.748 3.908
41 C -0.285 2.397 4.634
42 C 0.835 2.890 3.985
43 C 1.006 2.720 2.617
44 C 2.199 3.373 1.931
45 C 1.975 4.887 1.823
46 C 3.535 3.132 2.641
47 C 0.027 2.007 1.900
48 N 0.168 1.824 0.490
49 B 0.132 0.609 -0.348
50 N 0.010 1.206 -1.686
51 C 0.027 2.599 -1.594
52 C 0.090 2.968 -0.311
53 C -0.403 0.704 -2.967
54 C 0.492 0.086 -3.841
55 C 0.024 -0.314 -5.094
56 C -1.283 -0.108 -5.487
57 C -2.158 0.516 -4.614
58 C -1.745 0.928 -3.355
59 C -2.776 1.610 -2.463
60 C -4.055 0.781 -2.306
61 C -3.142 2.994 -3.010
62 C 1.943 -0.265 -3.537
63 C 2.721 0.723 -2.670
64 C 2.002 -1.696 -2.993
65 H -4.251 1.564 1.062
66 H -3.051 2.864 1.101
67 H -3.785 2.292 2.605
68 H -1.955 0.674 0.777
69 H -3.272 -0.151 3.402
70 H -2.043 -1.083 2.536
71 H -3.616 -0.778 1.792
72 H -2.158 1.400 4.415
73 H -0.400 2.539 5.701
74 H 1.579 3.434 4.554
75 H 2.273 2.962 0.922
76 H 1.913 5.328 2.820
77 H 1.053 5.131 1.298
78 H 2.804 5.360 1.292
79 H 3.540 3.564 3.643
80 H 4.339 3.609 2.078
81 H 3.774 2.074 2.733
82 H -0.024 3.218 -2.474
83 H 0.072 3.960 0.105
84 H 0.717 -0.797 -5.773
85 H -1.617 -0.426 -6.466
86 H -3.183 0.688 -4.920
87 H -2.345 1.742 -1.471
88 H -4.584 0.680 -3.256
89 H -4.730 1.277 -1.607
90 H -3.843 -0.217 -1.928
91 H -3.559 2.911 -4.016
92 H -2.278 3.656 -3.057
93 H -3.893 3.465 -2.371
94 H 2.443 -0.274 -4.509
95 H 2.353 0.762 -1.647
96 H 2.669 1.730 -3.088
97 H 3.771 0.422 -2.639
98 H 1.429 -1.773 -2.068
99 H 3.035 -2.000 -2.802
100 H 1.560 -2.392 -3.707

Cartesian forces, eV/Å:
-0.257 -0.367 -0.176
0.099 0.025 0.007
-0.041 -0.069 -0.169
0.195 0.301 0.059
-0.008 -0.046 0.076
0.041 -0.137 -0.052
0.154 0.205 0.201
-0.100 0.017 -0.012
0.156 0.075 0.102
-0.062 0.014 0.006
0.006 -0.008 0.004
-0.048 -0.007 -0.002
0.006 -0.011 0.021
0.030 -0.030 0.051
0.027 0.042 0.001
0.000 0.089 0.027
-0.023 0.039 0.005
0.024 -0.003 0.019
0.028 -0.054 -0.016
0.016 -0.010 0.013
0.017 0.004 -0.021
-0.129 -0.049 -0.042
-0.031 -0.005 0.057
0.017 -0.061 0.036
0.013 -0.063 0.002
-0.131 0.039 -0.099
0.012 0.001 -0.006
0.004 -0.004 -0.006
0.003 -0.009 0.005
0.010 0.062 -0.008
0.001 0.002 -0.005
0.002 0.059 -0.029
-0.025 0.041 -0.030
0.028 0.070 0.005
0.039 0.005 0.056
0.010 0.017 -0.018
0.007 -0.020 0.029
-0.015 0.023 -0.012
0.041 -0.054 -0.018
0.037 0.029 0.024
0.000 -0.016 0.002
-0.016 0.011 0.032
0.016 0.030 -0.042
0.014 -0.017 0.014
0.010 -0.016 0.013
-0.064 0.015 -0.006
-0.123 0.018 -0.082
-0.095 0.052 -0.068
0.097 0.055 0.161
-0.154 0.057 -0.004
-0.120 -0.081 -0.020
0.059 -0.032 0.019
-0.169 0.028 0.134
0.095 -0.082 -0.071
0.017 -0.053 0.000
0.001 0.014 0.054
0.058 -0.026 -0.068
0.041 0.059 0.028
0.042 0.001 -0.034
0.071 -0.017 -0.002
0.005 0.004 0.040
-0.050 0.056 0.046
0.079 -0.015 0.035
-0.058 0.039 -0.099
-0.027 -0.011 -0.024
-0.001 -0.004 0.010
-0.002 0.004 -0.002
-0.005 -0.008 -0.008
-0.010 -0.012 -0.005
-0.071 0.009 0.000
-0.009 0.013 0.001
0.005 -0.001 -0.007
-0.004 0.005 0.000
0.007 -0.007 -0.011
0.026 0.003 0.015
0.009 0.010 -0.001
0.029 0.043 0.060
-0.002 0.001 -0.001
0.004 -0.004 -0.003
0.001 -0.013 0.000
-0.022 -0.127 0.008
-0.039 0.012 -0.018
0.002 -0.068 -0.035
0.011 -0.001 -0.005
0.004 0.004 -0.004
0.008 -0.010 0.006
0.075 -0.013 0.069
0.000 -0.016 0.015
-0.020 0.014 0.024
0.016 -0.053 0.020
-0.005 0.003 0.005
0.036 -0.006 -0.011
0.009 0.005 -0.005
0.003 -0.011 -0.030
0.113 -0.009 -0.100
-0.017 0.020 0.021
0.005 0.010 -0.031
-0.024 -0.030 -0.098
-0.013 0.038 -0.013
0.001 -0.021 -0.009

These are the Löwdin partial charges, in e, on atoms 1 to 4:
1. Be 0.095
2. C -0.518
3. C -0.460
4. S 0.963

---

The following is a DFT calculation (ωB97M-V with the def2-TZVPD basis set) of a molecular structure, C36H57I3N8O11S.

Computed properties:
gap between HOMO and LUMO	7.515	eV

CARTESIAN COORDINATES (ANGSTROEM)
1 C -0.969 3.706 1.572
2 C -1.413 2.263 1.682
3 I -2.827 1.890 3.239
4 C -0.964 1.300 0.869
5 I -1.761 -0.686 1.114
6 N 0.006 1.586 -0.164
7 C 1.298 2.069 0.270
8 O 1.628 3.217 0.298
9 C 2.109 0.822 0.600
10 C 3.235 0.642 1.378
11 C 3.902 1.834 2.045
12 C 4.503 2.795 0.964
13 C 4.533 4.272 1.450
14 I 3.924 5.661 -0.090
15 C 3.698 -0.670 1.499
16 C 4.940 -0.950 2.373
17 C 4.516 -0.773 3.880
18 O 3.095 -1.025 3.973
19 C 2.401 -0.021 4.576
20 O 1.305 -0.233 5.006
21 C 3.044 -1.744 0.840
22 S 3.565 -3.470 0.983
23 C 1.947 -1.512 0.038
24 O 1.277 -2.538 -0.650
25 C 1.558 -2.433 -1.922
26 N 1.904 -2.425 -3.031
27 C 1.497 -0.235 -0.065
28 C 0.335 0.349 -0.850
29 O -0.183 -0.067 -1.841
30 H -0.631 3.995 0.576
31 H -1.847 4.325 1.803
32 H -0.240 3.946 2.356
33 H 3.222 2.374 2.712
34 H 4.762 1.441 2.593
35 H 3.993 2.699 0.004
36 H 5.554 2.528 0.789
37 H 3.811 4.414 2.260
38 H 5.524 4.524 1.828
39 H 5.730 -0.238 2.106
40 H 5.331 -1.958 2.233
41 H 4.983 -1.542 4.500
42 H 4.765 0.234 4.225
43 H 2.848 0.989 4.628
44 H 2.983 -4.011 2.084
45 C 9.018 0.454 0.406
46 O 8.231 1.321 0.078
47 N 8.919 -0.846 0.065
48 C 9.890 -1.833 0.496
49 C 7.800 -1.266 -0.762
50 H 9.899 0.672 1.032
51 H 10.355 -2.294 -0.378
52 H 9.390 -2.605 1.085
53 H 10.663 -1.368 1.104
54 H 7.832 -0.722 -1.706
55 H 6.861 -1.049 -0.250
56 H 7.859 -2.336 -0.950
57 C -4.394 1.468 6.769
58 O -4.489 1.442 5.553
59 N -5.169 2.199 7.582
60 C -5.005 2.181 9.022
61 C -6.209 3.036 6.998
62 H -3.640 0.871 7.308
63 H -5.929 1.838 9.491
64 H -4.776 3.188 9.375
65 H -4.194 1.513 9.307
66 H -6.898 2.419 6.431
67 H -5.754 3.757 6.318
68 H -6.751 3.563 7.778
69 C -2.486 -5.241 -2.157
70 O -3.613 -5.665 -2.312
71 N -1.437 -5.524 -2.956
72 C -0.115 -4.981 -2.712
73 C -1.642 -6.402 -4.095
74 H -2.224 -4.567 -1.323
75 H 0.198 -4.391 -3.574
76 H 0.593 -5.799 -2.558
77 H -0.120 -4.346 -1.829
78 H -2.393 -5.971 -4.758
79 H -2.003 -7.371 -3.749
80 H -0.708 -6.533 -4.637
81 C -0.614 -2.113 -6.769
82 O -0.666 -2.081 -7.988
83 N -1.484 -1.508 -5.943
84 C -1.355 -1.589 -4.498
85 C -2.586 -0.751 -6.512
86 H 0.179 -2.661 -6.233
87 H -2.254 -2.052 -4.082
88 H -1.242 -0.587 -4.087
89 H -0.487 -2.185 -4.221
90 H -3.198 -1.408 -7.131
91 H -2.197 0.049 -7.140
92 H -3.195 -0.327 -5.718
93 C -0.107 2.266 -8.274
94 O -0.310 3.464 -8.231
95 N 0.933 1.679 -8.893
96 C 1.113 0.237 -8.904
97 C 1.903 2.520 -9.569
98 H -0.784 1.542 -7.792
99 H 2.069 -0.009 -8.435
100 H 1.114 -0.118 -9.936
101 H 0.313 -0.261 -8.361
102 H 2.352 3.211 -8.853
103 H 1.405 3.104 -10.344
104 H 2.679 1.905 -10.018
105 C -9.159 1.709 5.355
106 O -9.114 2.918 5.479
107 N -10.209 1.023 4.867
108 C -10.195 -0.422 4.744
109 C -11.391 1.757 4.450
110 H -8.314 1.058 5.640
111 H -10.336 -0.701 3.698
112 H -11.005 -0.847 5.341
113 H -9.248 -0.826 5.094
114 H -11.124 2.463 3.663
115 H -11.789 2.319 5.296
116 H -12.147 1.069 4.081

Cartesian forces, eV/Å:
-1.030 0.191 0.449
-0.100 -0.008 0.079
0.664 0.328 -0.406
-0.736 0.430 0.708
0.581 0.452 -0.376
-0.441 -0.653 -0.787
0.415 -0.264 0.934
-0.161 -0.577 0.232
-0.500 0.008 -0.594
0.092 0.513 0.161
0.811 -0.321 -1.070
0.445 0.517 0.335
-0.514 -0.606 -0.015
0.433 -0.181 0.387
0.989 -0.948 -0.042
-0.924 0.337 0.486
0.060 -0.690 -1.145
0.716 1.215 0.764
-1.342 -0.821 0.228
0.331 0.288 -0.178
0.173 -0.798 1.140
0.599 -0.141 -0.414
0.119 0.219 0.157
0.220 0.338 -0.521
0.613 -0.476 -0.926
-0.539 0.084 1.110
-0.766 1.445 -0.612
0.351 -0.617 0.026
0.081 0.157 0.421
0.232 -0.248 0.188
0.205 -0.072 -0.073
0.096 -0.052 -0.364
0.000 -0.160 -0.128
-0.380 0.413 0.339
-0.073 0.057 0.261
-0.286 -0.242 -0.113
0.083 0.133 -0.232
-0.164 0.281 -0.269
-0.076 -0.154 0.116
-0.232 0.145 -0.199
0.148 0.344 -0.016
-0.108 -0.234 0.188
0.438 -0.389 -0.159
-0.208 0.886 -0.123
0.072 0.039 0.074
-0.161 -0.055 0.015
0.117 -0.022 0.157
-0.248 -0.008 -0.177
0.073 0.171 0.066
0.028 -0.035 -0.016
0.080 -0.079 0.093
0.129 -0.065 0.014
-0.036 0.054 -0.016
-0.199 -0.059 -0.018
-0.054 0.035 -0.137
0.082 0.012 0.010
0.120 -0.068 0.128
-0.194 0.059 -0.049
0.069 -0.031 0.125
-0.164 0.126 -0.179
0.260 -0.125 -0.126
0.009 0.007 0.003
0.061 0.022 0.121
0.001 -0.051 0.126
0.002 -0.005 -0.063
-0.076 0.161 -0.051
-0.123 0.025 -0.033
0.034 -0.058 0.042
-0.003 0.054 0.074
-0.024 -0.066 -0.089
0.087 0.106 0.168
-0.219 -0.301 -0.345
-0.210 0.051 0.144
0.057 0.016 -0.011
0.167 0.011 0.094
0.125 0.118 0.025
-0.134 -0.053 0.021
0.011 -0.099 -0.059
-0.014 -0.021 -0.112
0.026 0.056 0.055
0.003 -0.190 0.078
-0.173 -0.055 0.084
0.142 -0.073 0.066
-0.253 0.127 -0.152
0.127 -0.181 -0.149
-0.004 0.020 0.040
0.045 0.016 0.129
0.025 -0.079 0.153
0.028 0.074 -0.084
-0.052 0.094 -0.029
-0.134 0.028 -0.030
0.066 -0.027 0.047
-0.048 0.002 0.037
0.058 0.069 -0.044
0.038 -0.200 0.005
0.144 0.416 -0.036
-0.222 0.139 0.127
0.032 -0.054 -0.008
-0.021 -0.145 -0.045
0.006 -0.168 0.066
0.075 0.139 -0.167
0.050 0.052 -0.099
0.109 0.059 -0.009
-0.047 -0.065 0.033
0.024 0.001 -0.019
-0.089 -0.001 0.007
0.080 -0.172 0.035
-0.206 0.215 -0.068
0.192 0.156 0.084
-0.024 -0.068 -0.031
0.018 -0.138 0.041
0.044 -0.128 -0.041
0.014 0.065 0.002
-0.105 0.033 0.012
-0.069 0.042 -0.078
0.059 -0.055 0.018

These are the Löwdin partial charges, in e, on atoms 1 to 4:
1. C -0.155
2. C -0.770
3. I 0.966
4. C -0.675

---

| no. | largest force on an atom (eV/Å) | LUMO level (eV) |
| --- | --- | --- |
| 1 | 0.54 | 0.3962 |
| 2 | 0.48 | 0.3561 |
| 3 | 1.75 | -0.9991 |